1.
100
Properties=species:S:1:pos:R:3:forces:R:3 method="wB97M-V/def2-TZVPD" energy_ev=-80762.7958 lumo_ev="-1.3 / -1.3" e_homo_ev="-4.3505 / -4.3538" mol_weight_g_mol=944.9 e_above_lowest_kcal_mol=6.8 homo_lumo_gap_ev="3.0 / 3.0"
H 1.04477 -1.78158 -2.45692 -0.017 0.062 -0.015
P 0.39107 -2.10176 -0.16955 -0.199 0.695 -0.482
H 2.75802 1.12179 -7.42746 -0.021 0.008 0.002
H -3.30576 0.69542 -0.04159 0.029 -0.062 0.069
C 0.66962 5.59860 -4.28562 0.032 -0.105 0.029
C -0.99644 2.81057 0.89788 -0.040 0.363 -0.071
O 0.39253 7.50609 0.54576 -0.036 -0.201 0.039
N 0.89546 1.66857 1.78949 0.056 0.260 0.280
C -3.00799 4.01892 0.32272 0.237 0.167 0.019
H -1.92277 5.33925 -2.13553 -0.029 0.021 -0.022
C 3.63321 -0.41879 -4.55362 -0.060 0.024 0.036
H 0.20163 -2.59644 3.87410 0.059 0.002 0.022
H 3.36679 -4.36575 0.03189 0.051 0.053 -0.044
C 1.18979 4.32123 -4.16868 -0.066 0.135 0.009
C -2.41741 -5.20332 1.53762 0.148 0.017 -0.172
C -3.62361 2.81626 0.10588 -0.102 -0.051 -0.012
C -1.56666 -5.51232 0.44613 -0.112 0.113 0.204
C 0.23934 -2.32670 -1.96544 -0.063 -0.147 0.180
H 3.10662 4.81370 1.64368 0.028 -0.012 0.022
C 1.12025 4.03669 1.33275 0.154 -0.123 0.027
C 0.41866 0.70831 -1.00598 -0.064 -0.033 0.223
C -1.04570 5.05981 -2.71183 0.113 -0.046 -0.007
H -1.44388 0.44264 5.33633 0.007 -0.020 0.009
C 3.03523 -1.46273 -0.35982 0.062 -0.018 0.081
H -3.93857 -0.20523 2.32434 0.012 -0.003 0.015
H -3.90210 -1.32651 0.94743 0.008 0.018 -0.001
C -3.29818 -6.18624 2.03492 -0.098 -0.246 -0.032
H -0.85164 6.98686 -3.66232 -0.014 -0.023 0.019
C 2.48679 -3.93974 -0.45528 -0.016 0.054 0.025
C -1.66483 0.28547 4.27810 0.014 0.060 -0.083
C -2.35183 -2.08862 4.76818 0.012 0.051 -0.056
H -1.93249 -2.16217 5.77451 -0.031 0.047 0.018
C -0.90850 5.24170 0.72770 0.668 0.521 0.084
C -0.53574 3.77840 -2.59228 0.024 0.104 -0.043
N -1.61860 1.63340 0.65173 -0.106 0.484 0.056
C 0.01871 -1.55050 4.12942 -0.079 -0.004 -0.064
C 2.99576 2.73482 2.09121 0.066 0.104 -0.027
C 1.12572 2.01603 -3.16406 -0.127 0.069 0.136
H -3.93863 -5.93559 2.87001 0.019 0.035 0.004
H -2.69708 0.59758 4.10526 0.002 0.012 0.038
C 0.74531 1.32135 -2.01797 0.089 -0.035 -0.227
N -2.42709 -3.95952 2.07582 0.172 0.140 -0.065
N 1.07894 6.55308 0.86068 0.227 0.816 -0.009
H -1.01576 3.06553 -1.93202 -0.008 -0.051 -0.038
O 2.26979 6.64259 1.09289 -0.035 -0.172 -0.001
H 1.30883 2.35040 -5.87808 0.022 0.017 -0.011
Pt -0.51153 -0.14751 0.51578 0.004 -1.561 0.054
H -3.35794 -1.67638 4.85734 -0.016 -0.029 -0.024
H 2.09661 4.07149 -4.70273 -0.024 -0.019 -0.027
H 3.34221 -2.94416 1.96044 0.015 0.010 -0.031
H -2.57378 -8.69578 -0.11788 0.022 -0.003 0.006
H -4.65730 2.75583 -0.20288 0.012 -0.002 -0.021
C -3.33734 -7.41925 1.44470 -0.099 0.157 0.192
H 1.15717 6.31261 -4.93944 0.016 -0.002 0.010
C 2.15425 1.62551 2.15632 -0.168 -0.069 -0.007
C -1.63666 -6.78835 -0.14991 -0.074 -0.263 -0.011
C -0.45477 5.98393 -3.56460 -0.100 0.180 -0.005
H 2.71049 -3.82418 -1.51543 -0.047 -0.007 -0.016
H -1.40072 6.17939 0.51641 -0.016 -0.011 -0.073
H -0.99269 -7.00357 -0.99218 0.014 0.041 0.004
H 2.08524 -1.71425 2.17294 0.019 -0.035 0.024
H 3.18157 -1.55567 -1.43611 -0.047 -0.029 0.061
C 0.37990 2.83079 1.35558 0.138 0.140 -0.061
H 0.65161 -0.91886 3.50344 0.016 -0.013 0.050
H -4.01585 -8.17395 1.82011 0.001 0.001 -0.006
H 4.25419 -0.66744 -6.60115 0.000 0.002 0.016
H -1.00506 0.92789 3.68862 0.003 -0.002 0.027
C 0.42690 5.25115 0.97192 -0.895 -0.616 -0.058
C 2.78966 0.89172 -6.36866 -0.011 0.014 0.085
H 2.85370 0.05361 -2.61258 -0.005 0.122 -0.098
H -2.42600 -3.09269 4.35569 0.007 -0.044 0.040
H 0.27045 -3.38669 -2.21535 0.046 0.004 -0.022
C -2.50975 -7.71864 0.34222 0.171 0.058 -0.161
C 1.98501 1.59980 -5.49147 0.086 -0.063 -0.016
C -1.64815 4.03770 0.67645 -0.229 -0.700 0.046
H -0.70460 -1.88609 -2.27729 0.009 0.005 -0.042
H -3.53392 4.95652 0.19441 -0.011 -0.009 -0.052
C 2.31378 -2.67530 1.71115 -0.102 0.002 -0.091
H 4.03629 2.64276 2.37054 0.001 0.016 -0.015
C 0.59377 3.35637 -3.33034 0.114 -0.226 0.050
C -3.59350 -1.18014 1.98272 0.137 -0.055 -0.072
N -0.70168 -4.58930 -0.03971 -0.020 0.169 0.126
C -0.70527 -3.40084 0.51972 0.220 -0.333 -0.238
P -1.77145 -1.31299 2.08256 0.114 0.152 -0.121
C 1.99206 1.32888 -4.10993 -0.133 0.078 0.084
H 2.59591 -0.47953 -0.16799 0.062 0.005 -0.006
C 2.48280 3.93988 1.68862 -0.008 -0.061 -0.005
C -1.45186 -1.18812 3.91983 0.158 -0.006 -0.174
C -1.59688 -3.07239 1.57481 -0.381 -0.202 0.294
H 1.67025 -4.65206 -0.35350 0.035 -0.084 0.028
H 1.65489 -3.43576 2.13807 0.017 0.009 0.056
C 2.15266 -2.59050 0.19266 -0.156 0.168 0.179
H 0.30159 -1.40121 5.17370 -0.038 0.012 0.016
H 4.27927 -1.20527 -4.17808 0.012 -0.013 0.000
C 3.62529 -0.11972 -5.91029 0.084 -0.077 -0.110
H 4.01907 -1.49986 0.11494 0.017 -0.073 -0.016
H -4.02886 -1.97383 2.58634 -0.083 0.043 0.037
C 2.83335 0.28675 -3.67089 0.025 -0.005 -0.107
C -2.87902 1.64715 0.23504 0.088 0.136 0.039
H 2.52305 0.66899 2.51292 0.010 -0.005 -0.002


2.
107
Properties=species:S:1:pos:R:3:forces:R:3 method="wB97M-V/def2-TZVPD" energy_ev=-123922.0047 lumo_ev=-0.2 e_homo_ev=-7.3381 mol_weight_g_mol=1023.9 e_above_lowest_kcal_mol=0.0 homo_lumo_gap_ev=7.1
H -4.27695 -4.53631 4.19423 0.005 0.009 -0.008
C -1.31927 1.34673 -3.70364 -0.012 -0.052 -0.030
O -2.34426 -1.16456 0.68399 -0.030 -0.024 -0.002
C -0.77252 -0.33197 7.24795 -0.001 0.002 -0.004
H -0.85393 4.30315 -2.98629 0.010 0.008 0.004
H 4.16051 1.32344 -5.06203 -0.004 -0.001 -0.001
H 0.72933 -6.66131 2.45987 0.003 0.004 -0.002
C 3.33478 1.27179 1.79647 0.017 -0.019 0.018
C 0.66691 -3.31271 3.01435 -0.013 -0.027 0.000
H 0.08735 0.30529 -6.19155 -0.004 0.005 -0.001
S 5.08621 -0.91470 1.59503 0.047 0.014 -0.027
C -1.91791 -0.90690 -3.16445 0.065 -0.036 0.027
H -1.59379 1.43069 6.33911 0.003 -0.006 -0.005
H 5.04952 -3.24440 0.83402 -0.011 0.026 0.011
C -2.40894 -1.19596 -4.60450 -0.003 0.028 0.001
C 4.45035 -2.35454 0.93733 0.029 -0.030 0.026
C 1.17136 2.90170 -1.86578 0.042 0.006 -0.094
C 2.11541 1.91021 -2.43782 -0.003 0.032 0.039
H 0.35950 -3.03680 5.56306 0.010 -0.009 -0.005
H -1.59186 -3.14974 -0.65121 -0.014 0.040 0.035
C -0.80844 3.08736 0.84644 -0.029 0.021 -0.052
C 3.64305 1.17219 -4.12337 0.015 0.036 -0.003
O -4.34639 -0.25001 -0.62685 0.021 0.060 -0.027
C -2.06304 1.11786 -5.04492 0.006 -0.014 0.003
C -0.45500 -1.27658 4.63263 -0.021 -0.013 0.020
H -3.49568 -1.11768 -4.66605 0.002 0.006 -0.004
C 0.06595 4.87165 -2.94658 -0.019 0.007 0.008
H -0.17642 -1.43136 -6.05278 0.000 -0.002 -0.002
C 0.20809 -0.43749 -4.13052 -0.004 -0.031 0.014
H -1.61525 -4.91477 -0.47640 0.001 0.013 0.018
C -1.12462 -4.07734 -0.97445 0.023 -0.013 -0.004
H 3.32906 6.91755 -2.68811 -0.009 -0.005 -0.001
H 2.58024 3.04291 -4.20455 -0.001 0.008 -0.003
H 1.08526 0.20662 -4.08055 -0.038 -0.021 -0.005
H -1.27915 -4.19217 -2.04906 0.013 -0.016 0.004
C 2.39700 -5.51157 3.16803 0.007 0.011 0.009
C -1.16538 0.45034 6.17072 0.007 -0.004 -0.001
N -0.44922 3.40913 -0.37235 0.049 -0.088 0.030
C 2.37063 5.04276 -2.28676 0.020 0.013 -0.015
H 2.88975 1.32496 2.79159 -0.011 -0.003 -0.016
H -0.89353 0.03329 8.26004 0.000 -0.003 -0.005
C -1.00160 -0.01537 4.87483 -0.009 -0.001 -0.006
H -2.71213 -0.49577 -2.54871 -0.051 0.042 0.052
H -1.96642 1.78240 -2.94090 -0.006 -0.005 0.008
C -3.88050 -3.84223 3.46428 0.015 0.008 -0.022
N -1.68240 3.92919 1.44470 0.031 -0.007 0.005
H -1.55882 -1.81431 -2.67149 0.003 0.018 -0.018
C 1.19723 4.30078 -2.37117 0.023 -0.050 0.006
C 1.99185 -3.15643 3.42746 -0.021 -0.001 0.050
N -0.80950 0.06354 -3.19751 0.041 0.037 -0.031
H 4.51941 -0.75829 -3.71628 -0.005 0.011 0.001
S -0.22660 1.74892 1.79498 0.015 0.001 -0.026
H -2.12873 4.62693 0.87313 0.003 -0.012 0.004
O -2.20338 0.89099 -0.54953 0.020 -0.034 -0.098
C 2.27428 -3.23102 0.05481 -0.050 0.075 -0.003
C 0.33147 -4.02923 -0.64280 0.017 0.087 0.021
N -1.81152 -0.23900 -5.54139 -0.007 0.002 0.023
C -2.59137 -3.35817 3.59048 -0.017 -0.002 0.024
C 1.08874 -5.67780 2.73726 0.006 0.015 0.007
N 2.30890 0.79347 -1.72814 0.009 0.003 -0.014
H 3.06199 -6.36413 3.23446 -0.008 0.010 -0.001
H 4.27174 1.82810 1.80511 0.001 -0.015 0.001
C 3.84176 0.01680 -3.38535 -0.005 0.008 0.008
H -2.13222 -2.20071 -4.93293 0.004 -0.001 0.000
H -0.76713 6.60099 -3.89322 0.009 -0.005 0.005
H 3.25231 4.60092 -1.83622 -0.010 0.005 -0.005
H 2.35709 -2.16817 3.69074 -0.007 -0.004 -0.008
C 2.41477 6.34353 -2.76850 -0.004 -0.008 0.000
Sn -0.00803 0.14182 -0.31797 -0.069 0.069 0.075
H 0.08617 -2.20298 7.85329 -0.003 0.005 -0.006
H -4.74860 -2.20317 0.62195 0.018 -0.003 0.008
C 2.84642 -4.24401 3.51511 -0.025 0.004 0.019
C -0.36765 -0.47035 -5.57054 -0.003 -0.001 0.017
H -2.11470 3.64213 2.30264 -0.009 -0.009 0.003
C 0.11539 6.16450 -3.44294 0.003 -0.004 0.002
C -2.85294 -2.03814 1.60374 0.002 0.033 -0.052
C 2.68516 -4.48501 -0.27677 0.008 -0.052 0.046
H 0.50725 -1.43393 -3.79306 -0.004 0.003 -0.001
N 0.39047 2.49473 -0.93327 -0.072 0.067 0.099
N 2.63997 -0.92276 0.89377 0.038 -0.174 -0.046
S 1.36384 -5.39732 -0.85513 0.014 -0.021 -0.090
H 3.86632 -4.09940 3.85005 0.003 0.002 0.000
H -0.46253 2.01185 -3.84419 -0.009 -0.013 0.002
C -2.05076 -2.45893 2.66861 0.047 -0.037 0.054
C -4.15277 -2.53152 1.46183 -0.029 -0.032 -0.001
C 2.76605 2.13446 -3.64942 0.043 -0.001 0.009
C 1.28816 6.90347 -3.35258 -0.002 -0.005 0.000
H 1.32173 7.91588 -3.73406 0.000 -0.004 0.001
H -1.29604 0.60642 4.03711 -0.005 -0.011 0.023
H -5.66996 -3.79196 2.27420 0.010 -0.001 0.004
H 3.25873 -1.02108 -1.58864 -0.019 0.062 -0.058
H -3.14139 1.23371 -4.92070 0.001 -0.006 -0.001
P -0.34946 -1.79269 2.86527 -0.009 0.090 0.011
H -1.73903 1.83387 -5.80372 0.001 -0.001 -0.001
C 3.55277 -0.15107 1.40039 -0.071 0.063 0.009
C -4.65856 -3.42226 2.39082 0.004 0.007 0.012
C -0.06712 -2.05445 5.72163 0.000 -0.004 -0.002
S -3.31207 0.27197 0.25160 0.009 -0.080 0.016
H 3.66994 -4.91388 -0.18638 -0.034 0.003 0.001
H -0.79199 -4.73623 2.33608 0.026 -0.002 -0.015
C 3.14203 -0.12893 -2.19639 -0.002 -0.021 -0.026
C 0.22989 -4.58820 2.66362 0.029 -0.012 0.008
C -0.22172 -1.58409 7.01934 0.007 -0.010 -0.010
H -1.98120 -3.67677 4.42819 -0.009 0.010 0.005
H 2.63447 1.74159 1.10777 0.017 -0.012 -0.012
C 3.13661 -2.18363 0.62675 -0.072 0.017 0.012
N 0.93739 -2.98538 -0.16847 0.004 -0.031 -0.044